C8H12 | the ωB97M-V functional and the def2-TZVPD basis

Its spin multiplicity is 1. As for the HOMO-LUMO gap: 4.99 eV. As for the total charge: 0. The largest force on an atom comes out at 1.83 eV/Å. The value obtained for the energy above the lowest of the compared OMol25 structures with the same formula, charge and spin is 150.0 kcal/mol. The calculation puts the lowest unoccupied orbital energy at -1.55 eV.

Positions of all 20 atoms, in Å:
C 1.609 -0.638 1.098
C 0.753 0.622 1.220
C -0.758 0.384 1.132
C -1.549 0.771 2.133
C -0.661 -0.015 -1.342
C -1.158 -0.316 -0.073
C 0.594 -0.329 -2.446
C -0.644 -1.011 -2.444
H 2.002 -0.733 0.093
H 1.048 -1.536 1.343
H 2.467 -0.599 1.770
H 0.935 1.161 2.151
H 0.996 1.309 0.408
H -1.152 1.221 3.030
H -2.614 0.777 1.921
H -0.787 1.069 -1.459
H -1.992 -1.011 0.011
H 0.716 0.662 -2.899
H 1.579 -0.812 -2.408
H -1.383 -0.976 -3.240

Atoms 1-3, force components in eV/Å:
C 0.248 0.078 0.181
C -0.619 0.201 0.069
C 1.097 0.538 0.042